No. 1
Molecular formula: C47H84Cl2FeN11O9
Method: DFT, ωB97M-V with the def2-TZVPD basis set

Summary:
* E_HOMO (spin up / spin down): -9.18 / -9.18 eV
* LUMO level (spin up / spin down): -0.0142 / -0.1037 Ha
* HOMO-LUMO gap (spin up / spin down): 8.79 / 6.36 eV
* energy: -5304.2227 Eh

ORCA input file:
```
! wB97M-V def2-TZVPD RIJCOSX def2/J DEFGRID3
* xyz 0 6
Fe -1.101 1.426 -2.350
Cl 2.932 -2.516 -4.225
O 2.332 -1.651 -3.268
O 4.357 -2.670 -3.929
O 2.184 -3.750 -4.153
O 2.775 -2.012 -5.533
Cl 0.285 0.121 0.567
O -0.593 0.931 1.439
O 0.595 -1.157 1.137
O -0.381 -0.077 -0.667
O 1.380 0.972 0.308
C -4.834 0.653 -3.268
C -4.288 0.735 -1.833
C -4.163 -0.670 -1.211
O -3.044 1.322 -1.895
H -4.866 1.656 -3.693
H -5.866 0.300 -3.255
H -4.217 0.020 -3.905
H -4.987 1.383 -1.305
H -3.494 -1.334 -1.758
H -5.161 -1.097 -1.111
H -3.742 -0.573 -0.210
C -5.400 2.147 2.852
C -3.877 1.973 2.815
C -3.016 3.165 3.209
C -2.924 4.166 2.135
N -2.878 4.971 1.339
H -5.722 2.655 3.761
H -5.863 1.160 2.853
H -5.822 2.719 2.025
H -3.586 1.548 1.855
H -3.638 1.185 3.529
H -1.967 2.917 3.372
H -3.429 3.629 4.105
C 1.750 2.803 4.043
C 3.088 2.126 4.322
C 4.103 2.338 3.154
C 4.571 3.698 2.906
N 4.940 4.764 2.761
H 1.027 2.739 4.856
H 1.324 2.502 3.086
H 1.899 3.872 3.887
H 2.912 1.051 4.369
H 3.536 2.441 5.265
H 3.692 1.901 2.244
H 5.027 1.791 3.342
C -3.569 -4.519 1.814
C -2.746 -3.226 1.739
C -3.419 -2.003 2.449
C -4.752 -1.690 2.020
N -5.803 -1.416 1.672
H -3.868 -4.754 2.836
H -3.230 -5.414 1.293
H -4.491 -4.228 1.311
H -2.651 -3.025 0.671
H -1.751 -3.406 2.148
H -2.857 -1.085 2.276
H -3.376 -2.207 3.519
C -4.242 4.716 -5.523
C -3.506 3.990 -6.631
C -2.025 3.836 -6.289
C -1.672 3.149 -5.039
N -1.324 2.625 -4.074
H -5.269 4.941 -5.813
H -3.734 5.605 -5.148
H -4.316 4.088 -4.635
H -3.607 4.490 -7.594
H -3.974 3.007 -6.698
H -1.609 4.842 -6.226
H -1.539 3.302 -7.105
C -1.733 0.397 6.839
C -0.750 0.696 5.688
C -0.669 -0.457 4.609
C -0.422 -1.783 5.230
N -0.215 -2.862 5.685
H -1.704 1.199 7.576
H -1.475 -0.495 7.409
H -2.776 0.225 6.571
H 0.251 0.775 6.113
H -0.976 1.663 5.240
H 0.195 -0.197 3.998
H -1.545 -0.568 3.970
C 4.494 2.810 -1.974
C 4.437 2.582 -3.467
C 3.443 1.525 -3.983
C 2.085 1.514 -3.328
N 1.009 1.536 -2.849
H 4.718 1.850 -1.508
H 3.490 3.051 -1.624
H 5.204 3.614 -1.782
H 5.479 2.426 -3.746
H 4.101 3.534 -3.879
H 3.865 0.535 -3.812
H 3.291 1.564 -5.062
C -0.246 -6.140 0.312
C 0.650 -4.861 0.294
C 0.769 -4.089 -1.050
C -0.513 -3.600 -1.460
N -1.513 -3.129 -1.815
H -1.226 -5.831 -0.052
H -0.364 -6.532 1.322
H 0.127 -6.917 -0.355
H 1.651 -5.167 0.598
H 0.319 -4.183 1.080
H 1.034 -4.755 -1.871
H 1.430 -3.223 -1.019
C 2.329 5.560 -0.173
C 1.690 4.675 0.934
C 0.170 4.600 0.895
C -0.333 3.762 -0.186
N -0.681 3.041 -1.055
H 3.417 5.552 -0.107
H 1.822 6.522 -0.106
H 2.096 5.157 -1.158
H 2.047 5.058 1.890
H 2.170 3.701 0.838
H -0.305 5.580 0.853
H -0.110 4.173 1.857
C 5.849 -3.044 -0.397
C 4.487 -2.584 0.081
C 4.184 -1.122 -0.354
C 5.153 -0.182 0.282
N 5.949 0.489 0.774
H 6.309 -3.854 0.169
H 6.499 -2.175 -0.304
H 5.814 -3.282 -1.460
H 4.425 -2.486 1.165
H 3.677 -3.268 -0.174
H 3.189 -0.808 -0.037
H 4.193 -0.884 -1.417
C 3.236 -1.648 3.724
C 2.462 -2.853 3.246
C 3.030 -4.172 3.815
C 4.432 -4.506 3.433
N 5.553 -4.666 3.105
H 4.296 -1.786 3.511
H 3.154 -1.472 4.796
H 2.905 -0.779 3.156
H 2.486 -2.993 2.165
H 1.420 -2.790 3.560
H 2.362 -4.994 3.556
H 3.034 -4.129 4.904
C -3.340 -3.168 -4.750
C -2.249 -2.964 -5.784
C -0.889 -2.561 -5.183
C -0.952 -1.343 -4.316
N -0.968 -0.343 -3.667
H -4.225 -3.585 -5.231
H -3.654 -2.224 -4.304
H -3.110 -3.858 -3.938
H -2.611 -2.286 -6.556
H -2.196 -3.904 -6.333
H -0.181 -2.414 -5.999
H -0.469 -3.348 -4.557
*
```

These are the Löwdin partial charges, in e, on atoms 1 to 2: 0.85, 0.60

---

No. 2
Molecular formula: C47H87N3O22S
Method: DFT, ωB97M-V with the def2-TZVPD basis set

Summary:
* E_HOMO: -8.07 eV
* LUMO level: 0.0016 Ha
* HOMO-LUMO gap: 8.12 eV
* energy: -4060.6301 Eh

ORCA input file:
```
! wB97M-V def2-TZVPD RIJCOSX def2/J DEFGRID3
* xyz 0 1
C -0.773 10.724 -41.510
C -2.268 10.617 -41.334
C -2.980 11.759 -42.060
C -4.435 11.473 -42.364
C -4.696 10.103 -43.002
C -4.037 8.988 -42.201
N -2.681 9.317 -41.906
O -1.938 8.227 -41.422
C -4.905 8.633 -40.983
C -4.098 7.766 -43.183
C -2.640 10.660 -39.841
H -0.231 11.624 -41.229
H -0.520 10.503 -42.553
H -0.245 9.907 -41.002
H -2.958 12.630 -41.397
H -2.496 12.119 -42.973
H -4.898 12.213 -43.024
H -5.053 11.464 -41.458
H -4.292 10.163 -44.017
H -5.781 10.025 -43.089
H -5.789 8.059 -41.265
H -4.426 8.000 -40.230
H -5.277 9.516 -40.454
H -4.076 8.105 -44.214
H -3.204 7.186 -42.980
H -4.954 7.105 -43.054
H -2.144 11.543 -39.432
H -2.083 9.884 -39.306
H -3.702 10.631 -39.637
H -1.434 7.956 -42.198
C 1.545 6.293 -40.885
C 1.338 5.906 -39.418
C -0.054 5.317 -39.327
C -0.266 4.388 -38.135
C 0.832 3.327 -38.021
C 2.251 3.908 -38.040
N 2.345 4.870 -39.139
O 3.665 5.392 -39.136
C 2.570 4.400 -36.618
C 3.175 2.759 -38.445
C 1.559 7.134 -38.527
H 0.864 7.095 -41.173
H 1.454 5.428 -41.548
H 2.569 6.612 -41.107
H -0.847 6.067 -39.253
H -0.349 4.754 -40.219
H -1.207 3.845 -38.165
H -0.142 5.036 -37.260
H 0.775 2.694 -38.919
H 0.642 2.685 -37.162
H 1.687 4.764 -36.086
H 3.001 3.588 -36.036
H 3.249 5.255 -36.632
H 4.245 2.952 -38.401
H 3.033 1.840 -37.861
H 2.880 2.422 -39.443
H 2.589 7.304 -38.216
H 0.924 7.105 -37.639
H 1.354 8.055 -39.085
H 4.023 5.060 -39.964
C -1.968 14.647 -44.699
C -1.996 14.946 -46.201
C -2.549 13.700 -46.896
C -2.895 13.923 -48.361
C -3.873 15.089 -48.420
C -3.330 16.392 -47.829
N -2.767 16.172 -46.489
O -2.254 17.306 -45.859
C -2.325 17.042 -48.791
C -4.514 17.341 -47.692
C -0.518 15.086 -46.641
H -1.715 15.507 -44.085
H -1.335 13.772 -44.550
H -2.975 14.315 -44.416
H -1.813 12.893 -46.847
H -3.373 13.250 -46.328
H -3.482 13.047 -48.651
H -1.995 14.040 -48.965
H -4.642 14.789 -47.700
H -4.224 15.259 -49.434
H -2.016 18.019 -48.411
H -1.420 16.449 -48.928
H -2.696 17.171 -49.809
H -4.326 18.166 -46.998
H -4.841 17.786 -48.633
H -5.396 16.873 -47.240
H -0.388 15.372 -47.681
H 0.031 14.156 -46.488
H -0.009 15.819 -46.006
H -1.410 17.488 -46.303
C 0.218 16.359 -38.867
S -1.001 15.263 -38.050
O -2.231 16.084 -37.923
C -1.273 14.154 -39.472
H -0.259 17.129 -39.468
H 0.822 15.757 -39.548
H 0.795 16.779 -38.047
H -0.385 13.562 -39.666
H -1.699 14.791 -40.245
H -2.085 13.539 -39.084
C -5.553 15.614 -44.073
C -4.977 16.837 -43.326
O -6.076 17.148 -42.448
C -7.231 16.698 -42.976
O -8.308 16.919 -42.536
O -6.957 15.844 -43.992
H -5.301 14.666 -43.603
H -5.259 15.717 -45.116
H -4.806 17.658 -44.017
H -4.161 16.577 -42.662
C -0.488 10.106 -47.714
C -1.657 9.712 -46.810
O -1.199 10.157 -45.523
C -0.183 11.034 -45.641
O 0.219 11.741 -44.778
O 0.262 11.022 -46.920
H -0.726 10.636 -48.635
H 0.146 9.260 -47.984
H -1.801 8.638 -46.774
H -2.589 10.251 -46.970
C -1.207 3.794 -44.658
C -0.797 4.835 -43.628
O -1.520 6.005 -43.998
C -1.984 5.842 -45.265
O -2.540 6.672 -45.902
O -1.691 4.613 -45.724
H -2.010 3.101 -44.390
H -0.390 3.158 -44.992
H 0.255 5.057 -43.842
H -0.846 4.513 -42.593
C -6.761 9.458 -36.410
C -5.966 8.574 -37.363
O -5.521 7.498 -36.578
C -5.742 7.778 -35.245
O -5.469 7.013 -34.384
O -6.281 8.997 -35.118
H -7.837 9.286 -36.397
H -6.580 10.529 -36.432
H -5.132 9.061 -37.864
H -6.712 8.278 -38.106
C -9.622 6.005 -41.744
C -8.201 6.628 -41.904
O -8.508 7.969 -42.236
C -9.845 8.185 -42.216
O -10.322 9.268 -42.195
O -10.493 7.012 -42.242
H -9.907 5.876 -40.696
H -9.733 5.031 -42.212
H -7.658 6.045 -42.642
H -7.711 6.603 -40.935
C -8.478 13.386 -40.988
C -8.421 12.158 -40.036
O -7.063 12.206 -39.574
C -6.392 13.221 -40.091
O -5.285 13.540 -39.820
O -7.182 13.969 -40.903
H -9.180 14.135 -40.623
H -8.738 13.091 -42.000
H -8.593 11.282 -40.659
H -9.069 12.164 -39.167
*
```

These are the Löwdin partial charges, in e, on atoms 1 to 2: -0.02, -0.48